{"formula": "C5H14S", "method": "ωB97M-V/def2-TZVPD", "elements": ["C", "C", "S", "H", "H", "H", "H", "H", "H", "C", "C", "C", "H", "H", "H", "H", "H", "H", "H", "H"], "coordinates": [[1.51404, 2.18758, 3.05196], [0.76629, 1.67638, 1.80250], [1.58205, 0.69804, 0.43696], [1.73072, 1.31588, 3.55113], [2.38160, 2.71230, 2.67799], [0.61246, 2.64793, 3.56262], [0.36718, 2.50652, 1.08175], [-0.18566, 1.06502, 1.98061], [1.47111, 1.55856, -0.60745], [-1.02397, -2.84697, -1.59022], [-1.33591, -1.41900, -2.05171], [-2.81603, -1.02559, -1.95341], [-0.04397, -3.14795, -1.70120], [-1.55189, -2.91799, -0.58103], [-1.63815, -3.42845, -2.23666], [-0.63808, -0.74176, -1.53345], [-1.03029, -1.35670, -3.08570], [-3.11494, -0.02272, -2.47382], [-2.90161, -0.96576, -0.78255], [-3.39786, -1.82792, -2.39832]], "e_tot_ev": -16245.620, "smiles": "CCC.CCS", "relative_energy_kj_mol": 162.2}



{"formula": "CH2IO3S", "method": "ωB97M-V/def2-TZVPD", "elements": ["C", "O", "O", "O", "S", "I", "H", "H"], "coordinates": [[-1.22143, -0.98807, 1.00494], [2.34722, 0.08024, -0.19673], [0.77988, 0.78273, -1.98324], [0.71251, 1.84370, 0.23017], [1.07122, 0.68186, -0.55289], [-2.32064, -0.86491, -0.71356], [-0.36763, -1.56360, 0.70969], [-1.00112, 0.02806, 1.50163]], "total_charge": -1, "e_tot_ev": -26146.521, "relative_energy_kj_mol": 308.2}



{"formula": "C12H26Cl21Hg2O2", "method": "ωB97M-V/def2-TZVPD", "elements": ["Hg", "Hg", "C", "O", "H", "H", "H", "C", "O", "H", "H", "H", "Cl", "C", "Cl", "Cl", "H", "H", "C", "Cl", "Cl", "H", "H", "C", "Cl", "Cl", "H", "H", "C", "Cl", "Cl", "H", "H", "C", "Cl", "Cl", "H", "H", "C", "Cl", "Cl", "H", "H", "C", "Cl", "Cl", "H", "H", "C", "Cl", "Cl", "H", "H", "C", "Cl", "Cl", "H", "H", "C", "Cl", "Cl", "H", "H"], "coordinates": [[13.54255, -17.55126, -5.92873], [16.86008, -15.78197, -6.44645], [15.51057, -17.73791, -8.75363], [15.51117, -17.57084, -7.33996], [15.00205, -18.67616, -8.97543], [14.96462, -16.87053, -9.12473], [16.49663, -17.63127, -9.20572], [14.84894, -14.76609, -4.05727], [14.89861, -15.57664, -5.17250], [14.41210, -15.22718, -3.17145], [15.72517, -14.13520, -3.90797], [14.10619, -13.98917, -4.23838], [18.98305, -15.11166, -5.10809], [11.59745, -14.55252, -8.77277], [12.14863, -13.03297, -7.97510], [12.01085, -15.94886, -7.69150], [10.53917, -14.44608, -9.01116], [12.10387, -14.79422, -9.70723], [11.35096, -16.04436, -2.55231], [9.72002, -15.84175, -1.95722], [11.56873, -17.07193, -4.09056], [11.79060, -15.06422, -2.73705], [11.85581, -16.57597, -1.74569], [13.78378, -18.58523, 1.23561], [12.14155, -18.67859, 0.64393], [13.97487, -19.23934, 2.84103], [14.34738, -19.16766, 0.50675], [14.10841, -17.55504, 1.08922], [14.63822, -10.27387, -7.28357], [15.60887, -11.44141, -6.44918], [15.38532, -9.72833, -8.89456], [13.63584, -10.64762, -7.49248], [14.47088, -9.44188, -6.59955], [13.31052, -11.03064, -2.96001], [14.94037, -10.34669, -3.03067], [12.29533, -10.70366, -4.45721], [13.26411, -12.11699, -2.88385], [12.72947, -10.78811, -2.07025], [17.82786, -15.89913, -0.80576], [16.94084, -17.38711, -0.62508], [19.45807, -16.07641, 0.15186], [17.96474, -15.71494, -1.87133], [17.17241, -15.14497, -0.37019], [13.75491, -12.57455, 0.76586], [12.42920, -11.42028, 0.75857], [13.36719, -13.80567, -0.40008], [14.76810, -12.17610, 0.71298], [13.63673, -13.13309, 1.69438], [18.72808, -11.30841, -4.08870], [17.54186, -12.31225, -3.22981], [18.91788, -9.72870, -3.45405], [19.68010, -11.76013, -3.80992], [18.54438, -11.27700, -5.16265], [15.40238, -13.28048, -10.02281], [15.41736, -14.58982, -11.21629], [15.54727, -14.02260, -8.37637], [16.29020, -12.66540, -10.16966], [14.47645, -12.70763, -10.07348], [16.34557, -19.37965, -3.56489], [14.57793, -18.91333, -3.80846], [17.28269, -18.17123, -4.37328], [16.72355, -19.42422, -2.54349], [16.56625, -20.39722, -3.88731]], "total_charge": 1, "e_tot_ev": -288269.880, "relative_energy_kj_mol": 103.2}



{"formula": "C42H29F5O18V5", "method": "ωB97M-V/def2-TZVPD", "elements": ["O", "V", "O", "O", "V", "O", "O", "V", "O", "O", "V", "O", "O", "V", "O", "C", "C", "C", "O", "C", "C", "C", "O", "O", "O", "H", "H", "C", "C", "C", "O", "C", "C", "C", "O", "O", "O", "H", "H", "F", "C", "C", "C", "C", "C", "C", "H", "H", "H", "H", "H", "F", "C", "C", "C", "C", "C", "C", "H", "H", "H", "H", "H", "F", "C", "C", "C", "C", "C", "C", "H", "H", "H", "H", "H", "F", "C", "C", "C", "C", "C", "C", "H", "H", "H", "H", "H", "F", "C", "C", "C", "C", "C", "C", "H", "H", "H", "H", "H"], "coordinates": [[1.28082, 7.01613, 2.98155], [2.15980, 6.96246, 1.63833], [2.87027, 8.36780, 1.41121], [2.83089, 2.11892, 11.19396], [2.83232, 2.15230, 9.59872], [2.39355, 3.63725, 9.19189], [5.78210, -1.09743, -3.60907], [4.63747, -1.23050, -2.53612], [4.55594, -2.75840, -2.00577], [-0.89705, 1.11014, -3.58431], [-0.59725, 2.33287, -2.50187], [-1.96944, 2.86111, -2.07714], [5.11709, -6.68145, 6.15820], [5.03062, -5.89969, 4.70779], [5.62389, -6.79624, 3.62766], [1.12538, -1.61530, 2.68514], [0.97187, -1.48300, 4.00982], [0.50027, -0.19659, 4.69554], [0.36989, 0.04316, 5.95365], [0.43652, 0.98592, 3.99536], [0.73926, 0.94405, 2.56186], [0.98451, -0.44972, 1.87556], [1.23869, -0.45688, 0.64710], [0.70818, 1.95075, 1.86343], [1.36582, -2.54482, 4.62210], [1.35101, -2.56903, 2.23140], [0.37828, 1.93294, 4.51128], [3.81148, 7.18426, -4.90941], [3.35800, 5.99040, -4.34702], [3.80403, 4.56236, -5.04004], [3.47800, 3.54473, -4.44953], [4.76588, 4.62752, -6.07970], [5.21474, 5.80491, -6.53402], [4.70122, 7.14242, -5.93149], [5.25337, 8.26496, -6.27885], [6.04293, 5.70200, -7.48407], [2.57276, 5.84538, -3.41285], [3.37756, 8.10319, -4.54381], [5.00909, 3.69739, -6.57173], [2.32686, -8.91155, 0.64652], [2.50951, -10.14086, 0.08734], [2.99957, -11.20977, 0.86211], [3.48582, -12.38697, 0.26055], [3.40051, -12.48999, -1.14036], [2.97753, -11.49370, -1.93709], [2.47980, -10.28552, -1.30080], [2.95434, -11.15198, 1.93961], [3.97988, -13.16266, 0.82678], [3.82752, -13.42414, -1.47416], [2.85318, -11.60258, -3.00437], [2.02558, -9.53231, -1.92752], [-7.54721, 6.71215, 10.00691], [-6.48100, 6.16453, 9.37941], [-5.78859, 6.86922, 8.44919], [-4.61031, 6.43729, 7.88903], [-4.06104, 5.23963, 8.44137], [-4.70137, 4.54440, 9.42628], [-5.98819, 4.94952, 9.82616], [-6.22916, 7.64843, 7.84493], [-4.10814, 6.92238, 7.06507], [-3.05046, 4.92625, 8.22474], [-4.22193, 3.66535, 9.83101], [-6.58279, 4.30599, 10.45762], [2.01963, -3.30161, -5.94502], [1.75540, -4.31640, -6.79544], [0.84847, -4.09939, -7.77230], [0.48820, -5.09701, -8.71803], [1.07499, -6.32751, -8.57640], [2.12402, -6.55279, -7.67055], [2.36920, -5.55492, -6.77007], [0.34909, -3.14575, -7.85942], [-0.24792, -4.87221, -9.47566], [0.79918, -7.20995, -9.13464], [2.50418, -7.53383, -7.42678], [2.95086, -5.80298, -5.89455], [-4.56344, -6.35909, 0.88963], [-4.11597, -6.08546, -0.34588], [-2.79836, -5.59493, -0.52201], [-2.32175, -5.25967, -1.77921], [-3.06596, -5.71011, -2.86458], [-4.36526, -6.23359, -2.74517], [-4.82669, -6.43731, -1.46110], [-2.28134, -5.38315, 0.40224], [-1.35829, -4.78261, -1.88199], [-2.76883, -5.47303, -3.87548], [-4.96249, -6.40635, -3.62827], [-5.81564, -6.86876, -1.41383], [-2.18171, 8.28912, 0.36788], [-3.16223, 9.27589, 0.26241], [-4.36023, 9.15483, 0.95972], [-5.38356, 10.09400, 0.92048], [-5.12877, 11.17262, 0.11252], [-3.95983, 11.34673, -0.54702], [-2.93757, 10.46808, -0.44712], [-4.36363, 8.23072, 1.51866], [-6.30463, 9.96287, 1.46899], [-5.87911, 11.91782, -0.10677], [-3.80620, 12.12508, -1.27981], [-1.98346, 10.67127, -0.91055]], "total_charge": 1, "e_tot_ev": -222865.359}